Record 1
54
Properties=species:S:1:pos:R:3:forces:R:3:nbo_charge:R:1 method="wB97M-V/def2-TZVPD" smiles="O=S(=O)([PH2](Cl)CCF)C(F)(F)F.FC(F)C(F)(F)COC(F)(F)C(F)F.FC(F)C(F)(F)COC(F)(F)C(F)F" total_charge=0
F 3.45716 -0.90260 2.46858 -0.223 0.045 0.005 -0.314
F 4.77858 1.42003 -1.70446 -0.142 -0.373 0.155 -0.325
C 5.94266 -1.53199 -4.97956 0.894 0.409 1.525 0.847
C 5.16011 -1.11788 -6.23163 -0.281 0.255 -0.608 0.502
S -5.52928 1.42823 2.26566 0.095 -4.739 4.184 1.608
F 1.49328 0.75709 1.95058 -0.055 -0.293 0.010 -0.317
F 3.09248 -1.02497 -3.62355 0.215 -0.030 -0.206 -0.321
C -8.27427 2.43464 1.75997 -1.693 -0.654 -0.431 -0.742
F 1.52616 -1.18584 4.11422 0.119 0.446 0.101 -0.319
C 3.35115 -0.19388 -2.59922 -0.702 -0.030 0.544 0.513
C 4.63287 0.61965 -2.80026 0.526 0.251 -0.704 0.596
P -6.61914 2.73302 0.90723 -1.168 2.152 -0.991 0.751
C 1.02026 -2.70534 2.12054 -0.675 -0.404 0.170 -0.140
F 0.98027 1.51926 3.91309 -0.119 -0.328 0.240 -0.320
O -5.74370 1.76025 3.71550 0.333 0.224 -3.227 -0.902
H -5.83345 3.83978 1.38182 -0.382 -0.873 -0.080 0.065
F 7.02010 -2.25532 -5.35594 -0.159 0.136 -0.414 -0.319
C -3.68603 1.77158 1.94456 1.938 -0.300 -0.661 0.748
C 0.57341 0.67831 2.93332 -0.057 0.729 -0.293 0.501
C 2.13114 -2.36204 1.10186 -0.885 0.373 -0.063 0.595
F 4.51799 1.45538 -3.85895 -0.198 -0.161 0.018 -0.313
F 4.12862 -0.30446 -5.93231 0.154 -0.011 0.227 -0.315
F -8.53697 0.20530 0.62428 -0.111 1.137 1.247 -0.360
O 0.08137 -1.67316 2.45911 1.085 0.776 0.190 -0.507
H -8.33685 2.90103 2.79226 0.589 -0.698 -1.123 0.293
F 5.23703 -2.32360 -4.15446 -0.258 -0.126 -0.379 -0.316
H -0.37803 1.04096 2.53850 -0.101 -0.208 0.079 0.155
F 4.63723 -2.20499 -6.84668 0.259 -0.173 0.216 -0.321
H -8.15995 0.41548 2.68774 -0.577 0.313 -1.453 0.200
C 5.94652 -0.18345 -2.93910 0.754 -0.032 0.175 -0.139
H 1.41452 -3.19892 3.01133 0.208 0.265 -0.047 0.210
C -8.72870 0.91597 1.83473 0.282 -0.082 1.489 0.034
H -6.10174 2.02847 -0.21730 -0.241 -0.064 0.747 0.083
F 2.27997 0.63408 -2.50216 0.262 0.234 0.055 -0.324
H 5.80743 -0.59402 -6.93816 0.186 -0.075 0.129 0.153
C 3.49770 -1.99093 1.68506 0.711 -0.123 -0.040 0.518
H -9.82326 0.87296 2.12718 1.202 0.160 -0.652 0.193
C 0.43026 -0.75203 3.46666 -0.328 -1.710 -0.194 0.847
F 2.30911 -3.47190 0.32680 0.298 -0.044 0.326 -0.326
F 4.37089 -1.70544 0.68145 -0.182 -0.152 -0.255 -0.334
H 0.40187 -3.46467 1.63486 0.068 0.229 -0.131 0.233
F -3.08364 0.57251 1.47077 -1.045 3.146 1.596 -0.310
H -9.05557 2.97676 1.13379 1.377 -0.600 0.665 0.283
F -3.53843 2.71347 0.90893 -0.121 -1.550 2.105 -0.334
O 6.44639 -0.42786 -4.26462 -1.242 -0.450 -0.340 -0.512
F -0.57287 -0.78629 4.36893 0.002 0.424 -0.198 -0.314
H 6.72055 0.44058 -2.48493 -0.172 0.097 -0.186 0.230
F 1.67982 -1.39539 0.26945 0.266 0.090 0.076 -0.313
H 5.93880 -1.09494 -2.33778 -0.302 -0.005 -0.162 0.211
O -5.69634 -0.03942 1.96074 0.356 3.588 -0.091 -0.888
H 3.91503 -2.81992 2.26358 -0.136 -0.092 -0.048 0.145
Cl -7.53593 4.11030 -0.49234 0.154 0.108 -0.236 -0.424
H 3.40019 -0.78209 -1.67840 0.178 0.066 0.023 0.152
F -3.08679 2.24827 3.11875 -0.952 -1.275 -3.081 -0.300

=====

Record 2
66
Properties=species:S:1:pos:R:3:forces:R:3:nbo_charge:R:1 method="wB97M-V/def2-TZVPD" total_charge=-2
C 4.85426 2.59730 -0.28385 0.068 0.451 0.647 -0.717
H 1.79572 -7.47105 -0.08275 -0.026 0.051 -0.137 0.199
O -1.40140 0.99467 1.34277 -0.273 -0.500 -0.036 -1.081
H -4.63196 0.22192 -3.01350 -0.143 0.247 0.124 0.206
N -0.36909 3.47906 0.46198 -0.276 0.390 1.376 -1.208
C 4.51772 1.09077 0.30597 2.926 -3.330 2.470 0.693
H -0.10716 3.42710 1.47267 -0.282 0.378 -1.061 0.349
O 1.52954 0.59937 4.21384 -1.543 0.204 1.641 -0.557
C 1.36556 -6.87950 -0.90008 -0.239 -0.912 -0.046 -0.427
C 1.30492 1.39219 -1.36353 -0.404 -0.011 -1.345 -0.458
H -2.54320 2.09523 5.19711 0.110 -0.044 0.070 0.218
C -0.65914 1.63060 4.18591 -0.141 0.302 0.337 -0.541
C 0.47967 0.85753 4.77891 1.818 -0.353 -1.825 0.784
H 2.18094 -5.76277 -2.57595 0.016 0.000 0.069 0.182
C -1.17938 0.82906 6.33630 -0.341 -0.089 0.417 -0.068
H 1.15310 0.78276 0.82797 2.073 0.755 -1.465 0.239
H 1.81364 0.67489 -2.16963 -0.801 1.339 1.902 0.202
O -7.96288 2.74359 -3.80718 0.933 -0.799 0.344 -0.625
C -5.71183 2.84408 -4.68878 0.200 -0.265 -0.331 -0.531
O -6.32468 1.41034 -2.93005 -1.525 0.803 -0.631 -0.496
C -1.47668 1.97507 5.40508 -0.572 0.690 0.035 -0.426
H -3.64142 2.13612 -4.67183 0.037 -0.259 0.248 0.292
H -4.84303 0.96897 -5.24804 0.046 0.061 0.097 0.187
C -4.66241 1.77387 -4.52518 0.860 -0.022 -0.558 -0.437
C -4.91860 1.27131 -3.12850 1.325 -0.363 0.281 -0.080
H -0.03404 -6.17133 0.58861 -0.122 0.373 -0.180 0.236
H 4.99048 -2.02413 0.48237 -2.150 -0.447 -0.273 0.210
C 0.44368 -5.82996 -0.33262 -0.161 -0.552 0.099 -0.528
O 2.54878 -4.87468 -0.75723 -0.282 0.052 0.330 -0.479
H 3.49685 -0.64867 2.14628 -0.585 -0.269 -2.515 0.207
O 5.53712 0.48846 0.97968 -5.333 3.193 -3.680 -0.687
C -0.93234 1.60028 -2.84531 -1.793 -0.485 -3.911 0.737
H 3.44340 -3.16778 0.87946 1.078 2.359 -1.268 0.207
H 4.03086 3.39848 0.03993 1.585 -1.975 -1.074 0.241
O 0.16085 0.44011 6.03920 0.442 -0.121 0.002 -0.506
C -6.80897 2.34790 -3.79645 -1.110 0.382 0.461 0.797
H -5.36438 3.81410 -4.32252 -0.100 -0.007 -0.054 0.238
H 2.19634 2.32271 0.52328 -0.031 -2.144 -0.632 0.191
H 5.86038 2.97940 0.23240 -2.198 -1.296 -1.016 0.224
H 1.42858 2.48711 -1.82226 0.170 -1.939 1.227 0.177
H -1.10919 2.91213 5.84084 -0.102 -0.107 0.034 0.193
P -1.28353 2.04619 -0.07620 -0.802 -1.421 -3.074 1.050
H 5.05705 2.61539 -1.44577 -0.834 -0.203 2.375 0.240
H 0.87207 -7.56790 -1.59125 0.128 0.062 0.028 0.212
H -1.25272 1.12696 7.38630 0.182 -0.223 -0.063 0.177
N 3.22073 0.33554 0.11607 2.176 2.739 2.331 -0.470
C 2.44292 -6.05399 -1.55334 0.389 -0.125 -0.427 -0.070
C 3.08570 -0.85032 1.04542 0.029 -2.329 0.490 -0.229
H -1.83833 -0.02840 6.16387 0.031 0.035 -0.008 0.171
H -1.20923 0.98427 3.49638 0.282 0.239 -0.261 0.297
C 1.38556 -4.69527 -0.06520 -0.697 2.400 1.310 0.780
O -1.27184 2.87742 -3.08062 1.382 -4.660 1.373 -0.821
H 1.95917 -1.20637 1.20987 2.347 1.352 -0.842 0.239
O -1.18120 0.60228 -3.92464 1.257 4.216 5.023 -0.914
C -0.30080 1.06136 -1.39333 0.081 2.368 0.302 -0.780
H -0.30505 -5.50865 -1.06199 -0.004 0.092 0.179 0.247
H 3.40409 -6.57604 -1.56867 -0.029 0.300 0.012 0.186
H 3.58296 -2.17561 -0.80272 0.381 -0.110 2.441 0.217
H -2.08338 0.27288 1.17171 1.526 1.721 -0.293 0.491
H -6.04993 2.91937 -5.72485 -0.162 0.307 0.246 0.221
C 3.83649 -2.17338 0.35022 -0.039 0.758 0.574 -0.638
H -4.39833 1.86638 -2.37062 0.047 -0.110 -0.110 0.214
H -0.30280 2.52812 3.67513 -0.022 -0.464 -0.258 0.243
O 1.14525 -3.72701 0.63687 0.767 -1.926 -1.263 -0.535
C 2.00531 1.23620 0.12675 -2.530 0.926 -0.910 -0.266
H -0.97076 4.33399 0.26530 0.962 -1.684 0.653 0.381

=====

Record 3
13
Properties=species:S:1:pos:R:3:forces:R:3:nbo_charge:R:1 method="wB97M-V/def2-TZVPD" e_above_lowest_ev=0.929 total_charge=-1
O -1.10901 1.02329 -1.31707 0.223 1.037 0.444 -0.786
H -0.77042 -0.97283 -1.59023 0.468 0.393 0.447 -0.034
H 2.24235 0.05299 -0.05238 0.375 0.150 -0.091 0.203
O -1.64643 -0.22714 -3.13963 0.083 0.829 -0.188 -0.785
S 0.99453 -0.03862 2.01530 -0.095 0.331 -0.373 0.126
C -0.50047 -0.78333 1.33098 -1.249 0.978 -0.199 -0.799
H 0.80452 1.08825 -0.06535 -0.070 -0.362 -0.118 0.283
C -1.14390 0.01471 -2.01993 -0.807 -2.247 -0.820 0.632
H -1.30066 -0.59588 2.05534 0.326 -1.145 0.644 0.219
C 1.66331 0.75903 0.52800 -0.989 0.288 -0.191 -0.767
H -1.04702 -0.23398 0.53984 1.375 0.265 -0.309 0.289
H -0.33865 -1.78933 0.96432 -0.241 -0.258 0.426 0.209
H 2.15186 1.70284 0.75081 0.602 -0.260 0.329 0.210

=====

Number 1: molecular weight 712.705 g/mol, energy -4001.6888 Ha. Number 2: molecular weight 492.462 g/mol, energy -1984.9397 Ha. Number 3: molecular weight 107.154 g/mol, energy -667.2092 Ha.